1.
{"formula": "C19H38N2O2", "method": "ωB97M-V with the def2-TZVPD basis set", "symbols": ["C", "C", "C", "C", "H", "H", "C", "C", "O", "N", "H", "C", "H", "C", "N", "C", "O", "C", "C", "C", "C", "C", "H", "H", "H", "H", "H", "H", "H", "H", "H", "H", "C", "C", "H", "H", "H", "H", "H", "H", "C", "H", "H", "H", "H", "H", "C", "C", "H", "H", "H", "H", "H", "H", "H", "H", "H", "H", "H", "H", "H"], "positions_angstrom": [[2.466, 1.430, -2.438], [2.311, -0.075, -2.252], [3.429, -0.649, -1.382], [3.453, -2.176, -1.327], [3.583, -2.573, -2.337], [4.311, -2.489, -0.727], [2.195, -2.793, -0.709], [2.039, -2.314, 0.730], [2.899, -2.465, 1.577], [0.837, -1.759, 0.993], [0.209, -1.504, 0.238], [0.502, -1.216, 2.281], [-0.382, -1.728, 2.683], [0.228, 0.300, 2.262], [-1.109, 0.619, 1.756], [-1.582, 0.407, 0.510], [-0.987, -0.218, -0.350], [-2.957, 1.006, 0.244], [-2.829, 2.012, -0.908], [-1.845, 3.148, -0.626], [-2.288, 4.088, 0.493], [-1.326, 5.259, 0.651], [-1.647, 5.915, 1.457], [-1.279, 5.841, -0.267], [-0.324, 4.901, 0.878], [-3.288, 4.468, 0.270], [-2.343, 3.547, 1.440], [-1.729, 3.733, -1.542], [-0.866, 2.729, -0.384], [-3.814, 2.428, -1.127], [-2.486, 1.466, -1.790], [-3.333, 1.513, 1.137], [-3.922, -0.127, -0.125], [-4.158, -1.077, 1.043], [-4.573, -0.544, 1.897], [-4.857, -1.859, 0.758], [-3.226, -1.548, 1.348], [-4.873, 0.305, -0.445], [-3.500, -0.680, -0.966], [-1.690, 1.161, 2.374], [1.296, 1.059, 1.478], [2.282, 0.773, 1.832], [1.217, 0.821, 0.422], [1.170, 2.132, 1.608], [0.234, 0.637, 3.304], [1.355, -1.417, 2.937], [2.293, -4.324, -0.698], [1.000, -4.976, -0.224], [0.167, -4.682, -0.859], [1.088, -6.060, -0.252], [0.776, -4.676, 0.798], [2.530, -4.674, -1.706], [3.112, -4.614, -0.037], [1.317, -2.501, -1.291], [3.342, -0.257, -0.367], [4.388, -0.308, -1.782], [2.331, -0.562, -3.230], [1.338, -0.277, -1.801], [1.644, 1.829, -3.028], [3.399, 1.659, -2.949], [2.474, 1.936, -1.475]], "smiles": "CCCC[C@@H](CC)C(=O)NC[C@@H](C)NC(=O)[C@H](CC)CCCC", "relative_energy_kcal_mol": 0.94, "e_homo_ev": -9.23, "orbital_gap_ev": 9.7823}

=====

2.
{"formula": "C19H38O19", "method": "ωB97M-V with the def2-TZVPD basis set", "symbols": ["C", "O", "C", "O", "C", "O", "O", "C", "H", "H", "H", "H", "H", "H", "H", "H", "C", "O", "C", "O", "O", "C", "H", "H", "H", "H", "H", "H", "C", "O", "C", "O", "O", "C", "H", "H", "H", "H", "H", "H", "C", "O", "C", "O", "O", "C", "H", "H", "H", "H", "H", "H", "C", "O", "C", "O", "O", "C", "H", "H", "H", "H", "H", "H", "C", "O", "C", "O", "O", "C", "H", "H", "H", "H", "H", "H"], "positions_angstrom": [[-1.999, -1.214, 1.104], [-2.195, -2.681, 0.974], [-3.618, -3.047, 1.047], [-4.279, -3.223, -0.264], [-3.325, -3.119, -1.380], [-3.125, -1.865, -1.874], [-2.537, -4.215, -1.968], [-1.334, -3.643, -2.659], [-1.538, -0.884, 2.127], [-3.002, -0.634, 0.824], [-1.226, -0.925, 0.244], [-4.257, -2.280, 1.701], [-3.744, -4.092, 1.611], [-0.709, -2.947, -1.929], [-1.614, -3.073, -3.653], [-0.632, -4.566, -2.918], [2.183, 1.462, -0.646], [1.742, 0.638, 0.431], [2.512, 0.717, 1.546], [3.507, 1.412, 1.683], [1.983, -0.110, 2.483], [2.695, -0.130, 3.718], [1.495, 1.319, -1.484], [2.160, 2.518, -0.358], [3.187, 1.169, -0.970], [2.693, 0.863, 4.180], [3.719, -0.486, 3.568], [2.185, -0.824, 4.392], [2.066, -9.975, -4.167], [1.580, -9.681, -2.859], [0.624, -8.719, -2.821], [0.173, -8.118, -3.783], [0.256, -8.542, -1.527], [-0.751, -7.551, -1.333], [2.825, -10.757, -4.078], [1.257, -10.351, -4.803], [2.532, -9.091, -4.613], [-1.672, -7.830, -1.856], [-0.397, -6.570, -1.666], [-0.968, -7.493, -0.263], [5.126, 4.228, -0.007], [5.068, 5.614, -0.341], [4.304, 5.894, -1.427], [3.693, 5.081, -2.104], [4.337, 7.235, -1.630], [3.571, 7.679, -2.748], [5.763, 4.120, 0.875], [4.129, 3.849, 0.240], [5.570, 3.652, -0.825], [2.512, 7.437, -2.612], [3.953, 7.240, -3.676], [3.670, 8.766, -2.816], [-3.533, 0.896, 7.641], [-3.402, 0.220, 6.392], [-2.791, -0.989, 6.473], [-2.366, -1.511, 7.492], [-2.733, -1.516, 5.224], [-2.111, -2.797, 5.155], [-4.034, 1.850, 7.458], [-4.147, 0.311, 8.334], [-2.548, 1.102, 8.073], [-2.668, -3.530, 5.749], [-1.069, -2.739, 5.488], [-2.120, -3.122, 4.111], [0.515, 5.661, -2.233], [-0.425, 6.734, -2.243], [-1.386, 6.624, -3.195], [-1.495, 5.715, -4.003], [-2.204, 7.702, -3.093], [-3.271, 7.721, -4.040], [1.236, 5.852, -1.433], [0.013, 4.710, -2.024], [1.057, 5.614, -3.182], [-3.924, 6.853, -3.903], [-2.879, 7.756, -5.061], [-3.861, 8.626, -3.866]], "smiles": "COCOC(=O)OC.COC(=O)OC.COC(=O)OC.COC(=O)OC.COC(=O)OC.COC(=O)OC", "e_homo_ev": -10.37, "orbital_gap_ev": 10.7790}

=====

3.
{"formula": "C19H38O8S", "method": "ωB97M-V with the def2-TZVPD basis set", "symbols": ["C", "C", "C", "C", "O", "C", "O", "C", "C", "S", "H", "H", "H", "H", "H", "H", "H", "H", "H", "H", "C", "O", "C", "C", "O", "C", "C", "O", "C", "H", "H", "H", "H", "H", "H", "H", "H", "H", "H", "H", "H", "H", "H", "C", "O", "C", "C", "O", "C", "C", "O", "C", "H", "H", "H", "H", "H", "H", "H", "H", "H", "H", "H", "H", "H", "H"], "positions_angstrom": [[8.433, 2.048, 3.480], [7.136, 1.693, 3.329], [6.569, 1.641, 1.919], [5.201, 2.327, 1.739], [5.225, 3.734, 1.633], [5.255, 4.205, 2.939], [5.928, 5.059, 3.310], [4.241, 3.312, 3.685], [4.172, 2.003, 2.843], [2.446, 1.729, 2.293], [8.697, 3.036, 3.108], [9.148, 1.387, 3.961], [6.473, 1.489, 4.168], [7.274, 2.106, 1.227], [6.461, 0.589, 1.646], [4.897, 2.004, 0.734], [4.662, 3.006, 4.645], [3.314, 3.871, 3.745], [4.514, 1.075, 3.297], [1.690, 1.704, 3.417], [-0.822, 1.199, 0.971], [-1.233, -0.141, 1.147], [-0.555, -0.781, 2.216], [-1.375, -1.934, 2.758], [-2.435, -1.526, 3.613], [-3.566, -0.925, 2.993], [-4.451, -1.910, 2.255], [-3.893, -2.246, 0.993], [-4.346, -3.500, 0.529], [0.239, 1.247, 0.704], [-1.413, 1.629, 0.163], [-1.007, 1.781, 1.882], [-0.355, -0.069, 3.026], [0.399, -1.164, 1.830], [-0.718, -2.539, 3.387], [-1.738, -2.581, 1.957], [-3.272, -0.094, 2.351], [-4.154, -0.508, 3.814], [-5.432, -1.451, 2.076], [-4.576, -2.809, 2.869], [-4.078, -4.294, 1.236], [-3.855, -3.704, -0.420], [-5.431, -3.490, 0.374], [-1.322, -1.939, -1.598], [-1.895, -1.875, -2.890], [-3.311, -1.822, -2.845], [-3.862, -1.180, -4.102], [-3.765, 0.239, -4.109], [-2.472, 0.796, -4.311], [-1.976, 0.684, -5.738], [-1.493, -0.624, -6.002], [-1.533, -0.945, -7.374], [-1.628, -2.858, -1.084], [-0.238, -1.939, -1.710], [-1.607, -1.069, -1.003], [-3.647, -1.254, -1.970], [-3.685, -2.853, -2.772], [-4.934, -1.392, -4.138], [-3.418, -1.612, -5.000], [-1.749, 0.385, -3.605], [-2.581, 1.859, -4.082], [-1.144, 1.386, -5.889], [-2.793, 0.938, -6.424], [-2.559, -0.887, -7.756], [-1.180, -1.968, -7.489], [-0.883, -0.277, -7.951]], "smiles": "C=CC[C@@H]1OC(=O)C[C@H]1S.COCCOCCOC.COCCOCCOC", "e_homo_ev": -8.53, "orbital_gap_ev": 8.7369}

=====

4.
{"formula": "C19H39BF9N9O21S2", "method": "ωB97M-V with the def2-TZVPD basis set", "symbols": ["C", "B", "O", "C", "S", "C", "O", "O", "N", "C", "C", "C", "O", "O", "C", "C", "C", "C", "F", "F", "C", "F", "F", "S", "F", "F", "F", "F", "F", "H", "H", "H", "H", "H", "H", "H", "H", "H", "H", "H", "H", "H", "H", "H", "C", "N", "O", "O", "H", "H", "H", "C", "N", "O", "O", "H", "H", "H", "C", "N", "O", "O", "H", "H", "H", "C", "N", "O", "O", "H", "H", "H", "C", "N", "O", "O", "H", "H", "H", "C", "N", "O", "O", "H", "H", "H", "C", "N", "O", "O", "H", "H", "H", "C", "N", "O", "O", "H", "H", "H"], "positions_angstrom": [[3.111, 4.226, 5.540], [3.726, 3.368, 4.388], [5.035, 2.965, 4.427], [2.831, 2.954, 3.050], [1.906, 1.582, 3.742], [1.555, 0.294, 2.612], [0.678, 2.070, 4.303], [2.878, 1.071, 4.700], [3.767, 2.638, 1.961], [3.563, 3.310, 0.877], [2.398, 4.192, 0.937], [1.383, 3.329, 0.097], [0.749, 3.888, -0.779], [1.392, 2.152, 0.479], [2.173, 4.230, 2.472], [0.834, 4.729, 3.008], [-0.371, 4.106, 2.291], [-1.633, 4.186, 3.100], [-1.908, 5.526, 3.309], [-1.549, 3.633, 4.334], [-2.921, 3.661, 2.405], [-3.946, 3.768, 3.267], [-3.195, 4.439, 1.345], [-2.858, 1.860, 1.777], [-3.867, 1.369, 2.901], [-4.107, 2.157, 0.827], [-1.888, 2.307, 0.620], [-1.643, 1.512, 2.721], [-2.809, 0.378, 1.218], [2.973, 5.263, 5.232], [2.141, 3.807, 5.802], [3.783, 4.190, 6.391], [5.095, 2.007, 4.319], [1.149, -0.483, 3.258], [2.465, -0.083, 2.155], [0.804, 0.583, 1.894], [4.512, 1.956, 1.982], [4.141, 3.190, -0.029], [2.568, 5.186, 0.541], [2.880, 5.012, 2.781], [0.801, 5.812, 2.916], [0.744, 4.525, 4.072], [-0.566, 4.647, 1.366], [-0.136, 3.093, 1.995], [1.367, -0.231, -1.798], [2.541, -1.101, -2.072], [2.353, -2.167, -2.623], [3.631, -0.692, -1.723], [0.478, -0.728, -2.160], [1.327, -0.071, -0.725], [1.528, 0.710, -2.312], [-1.418, -0.365, -5.957], [-1.091, -0.313, -4.509], [-1.513, -1.190, -3.781], [-0.424, 0.618, -4.121], [-2.019, -1.247, -6.141], [-1.964, 0.548, -6.195], [-0.478, -0.405, -6.500], [-2.941, -2.464, -1.509], [-3.658, -3.528, -0.753], [-3.498, -3.575, 0.451], [-4.356, -4.282, -1.393], [-2.362, -1.875, -0.807], [-2.302, -2.952, -2.236], [-3.689, -1.859, -2.010], [-0.137, -3.905, 1.317], [0.444, -2.565, 1.059], [-0.242, -1.580, 1.238], [1.595, -2.531, 0.676], [-1.161, -3.787, 1.650], [-0.091, -4.460, 0.384], [0.476, -4.383, 2.076], [3.295, -5.269, -0.787], [2.332, -5.839, 0.195], [1.331, -6.377, -0.234], [2.608, -5.722, 1.372], [2.920, -5.440, -1.782], [3.374, -4.207, -0.572], [4.246, -5.767, -0.631], [3.283, -9.758, -2.780], [3.860, -8.409, -3.031], [3.143, -7.447, -2.849], [5.013, -8.362, -3.398], [2.256, -9.633, -2.459], [3.346, -10.313, -3.711], [3.887, -10.230, -2.012], [-3.278, 4.147, -7.473], [-2.789, 2.742, -7.468], [-1.798, 2.475, -8.110], [-3.425, 1.942, -6.808], [-2.615, 4.733, -8.098], [-4.290, 4.134, -7.865], [-3.269, 4.494, -6.445], [-5.745, -0.685, 1.425], [-7.122, -1.105, 1.044], [-7.738, -0.396, 0.276], [-7.537, -2.135, 1.530], [-5.523, 0.240, 0.915], [-5.731, -0.561, 2.503], [-5.071, -1.480, 1.120]], "e_homo_ev": -9.36, "orbital_gap_ev": 8.5529}